Computed, not measured: a molecular structure, C32H59BaN3O17S5, with ωB97M-V with the def2-TZVPD basis set.

```
117
Properties=species:S:1:pos:R:3:forces:R:3
Ba -1.596 -4.954 0.414 0.312 3.064 -0.441
O -0.399 -1.753 -1.166 -0.495 1.037 1.066
C -0.556 -0.503 -0.446 -0.407 -3.237 -0.254
C -1.929 -0.291 0.311 -1.281 -1.333 -0.096
O -2.552 -1.286 1.139 1.822 0.515 -0.588
H -0.428 0.362 -1.098 -0.286 0.251 -0.505
H 0.265 -0.431 0.268 0.221 0.032 0.621
H -2.696 -0.018 -0.415 -0.082 -0.311 -1.001
H -1.807 0.705 0.736 0.394 0.289 1.303
O 4.697 -5.725 -1.336 -0.052 -0.074 2.933
S 4.329 -5.806 0.088 1.199 -0.516 -1.672
O 2.939 -5.894 0.387 -0.295 -0.498 0.495
O 5.082 -7.135 0.791 -2.316 1.662 -0.951
C 6.432 -7.326 0.474 1.673 -0.006 -0.067
C 7.079 -7.913 1.719 -0.532 0.066 0.185
C 4.998 -4.449 1.102 0.312 -0.822 -0.773
H 6.917 -6.381 0.231 0.026 0.336 0.254
H 6.622 -7.885 -0.442 -0.613 -0.544 0.084
H 6.954 -7.171 2.508 0.765 0.260 0.021
H 8.103 -8.233 1.524 0.011 0.290 0.256
H 6.528 -8.738 2.170 -0.105 -0.402 -0.652
H 5.951 -4.177 0.647 -0.172 0.312 0.020
H 5.184 -4.822 2.109 -0.316 -0.021 -0.090
H 4.248 -3.659 1.072 0.206 -0.034 -0.050
O -4.651 1.864 7.516 1.120 0.804 -1.509
S -4.223 2.505 6.282 -0.539 0.935 -1.310
O -4.585 3.908 6.028 0.627 -2.257 0.434
O -2.614 2.359 6.097 -0.064 0.109 -0.055
C -1.972 3.091 4.997 -0.444 1.505 -0.357
C -0.654 2.520 4.556 0.059 -0.934 0.446
C -4.725 1.411 4.873 -0.641 0.722 1.676
H -1.925 4.156 5.227 0.308 -0.085 0.861
H -2.560 3.184 4.083 -0.760 -0.807 0.118
H -0.875 1.573 4.064 0.309 -0.096 -0.149
H 0.061 2.325 5.356 -0.143 0.102 0.212
H -0.157 3.177 3.842 -0.285 0.093 -0.053
H -4.803 0.462 5.404 0.405 -0.228 -0.534
H -4.058 1.460 4.012 -0.054 -0.084 0.307
H -5.749 1.700 4.637 0.123 0.153 -0.238
O 0.270 -3.951 4.395 0.990 0.867 0.482
S 0.853 -3.083 5.397 0.664 0.671 0.756
O 1.368 -3.677 6.642 -0.653 1.280 -2.276
O 2.086 -2.128 4.635 -2.045 -1.616 0.320
C 2.919 -1.415 5.534 1.499 -0.837 1.696
C 3.859 -0.425 4.865 -1.972 0.242 -0.607
C -0.415 -1.777 5.763 1.089 -1.456 -0.179
H 3.626 -2.094 6.009 -0.307 -0.678 0.143
H 2.329 -1.048 6.374 -0.053 0.629 -0.171
H 4.241 -0.912 3.968 0.388 0.172 0.124
H 4.627 -0.074 5.554 -0.045 -0.217 -0.138
H 3.224 0.404 4.553 0.437 0.392 -0.263
H -1.283 -2.385 6.017 -0.052 0.176 -0.024
H -0.556 -1.246 4.822 -0.024 0.156 0.252
H -0.083 -1.210 6.633 -0.033 0.155 -0.332
O 5.384 0.284 -3.329 2.637 0.713 1.144
S 6.360 0.796 -2.361 -1.726 -0.312 0.905
O 7.108 -0.075 -1.443 -1.049 1.327 -1.799
O 7.411 1.804 -3.108 -1.028 -1.233 -0.335
C 8.321 2.501 -2.274 1.037 0.489 1.012
C 9.433 3.208 -3.037 -0.591 0.025 -0.769
C 5.350 1.969 -1.347 0.655 0.047 0.051
H 8.882 1.835 -1.617 -0.507 -0.476 0.126
H 7.744 3.172 -1.638 0.087 0.265 -0.022
H 10.086 3.727 -2.334 0.026 -0.235 0.073
H 9.100 3.953 -3.760 -0.292 0.010 0.070
H 9.986 2.463 -3.609 0.211 0.034 0.155
H 5.724 1.988 -0.324 0.142 -0.080 -0.128
H 4.295 1.695 -1.325 0.257 -0.481 -0.312
H 5.414 2.972 -1.768 0.132 -0.116 -0.157
O -5.994 -2.569 -3.516 1.581 -2.245 -1.020
S -5.056 -3.574 -4.021 0.107 0.239 0.387
O -4.306 -4.454 -3.108 -1.313 1.110 -1.348
O -5.911 -4.516 -5.098 0.366 1.465 0.715
C -5.326 -5.681 -5.705 0.090 -1.044 -0.243
C -6.235 -6.223 -6.869 -0.122 0.683 0.924
C -3.864 -2.772 -5.146 -0.543 -0.318 -0.182
H -5.208 -6.411 -4.905 -0.165 -0.215 -0.119
H -4.314 -5.484 -6.061 -0.024 0.265 -0.142
H -5.958 -5.870 -7.862 0.160 0.166 0.201
H -7.253 -5.889 -6.667 -0.028 0.160 -0.042
H -6.320 -7.308 -6.914 0.484 -0.011 0.260
H -3.309 -3.552 -5.667 -0.054 -0.035 0.146
H -3.155 -2.098 -4.665 -0.292 -0.233 0.539
H -4.447 -2.207 -5.873 -0.101 -0.070 0.116
N 1.144 0.194 -6.934 -0.756 1.498 -0.698
C 0.684 0.585 -8.187 -0.251 -0.078 2.915
C -0.121 1.725 -8.387 0.451 -0.668 0.986
C -0.434 2.500 -7.252 0.727 -0.641 0.061
C 0.124 2.161 -6.013 -0.247 0.018 -0.286
C 0.883 1.009 -5.864 -0.019 -0.920 -2.282
H 0.852 -0.182 -8.928 0.161 0.324 -0.411
H -0.507 1.908 -9.379 -0.125 0.238 0.046
H -1.111 3.341 -7.245 0.016 0.112 -0.478
H -0.083 2.778 -5.151 -0.094 0.008 0.086
H 1.236 0.656 -4.907 0.116 0.075 0.070
N -8.161 2.591 1.126 1.293 -1.220 -1.361
C -9.424 2.916 1.231 -0.372 0.487 0.133
C -9.826 4.221 1.478 -0.266 0.704 -0.056
C -8.851 5.206 1.578 0.061 -0.384 -0.720
C -7.549 4.840 1.294 0.319 0.901 0.000
C -7.237 3.533 1.005 -0.231 0.341 1.491
H -10.101 2.096 1.043 -0.415 0.025 0.422
H -10.860 4.528 1.534 -0.181 -0.313 0.101
H -9.065 6.259 1.687 -0.309 -0.032 0.351
H -6.774 5.592 1.303 0.120 0.057 -0.111
H -6.193 3.298 0.860 -0.005 -0.578 -0.233
N -1.326 5.292 0.256 -0.050 0.292 0.632
C -0.103 4.978 -0.180 0.063 0.720 0.994
C 1.015 5.725 0.197 0.328 -0.272 0.351
C 0.919 6.756 1.136 -0.682 -0.231 0.120
C -0.344 7.065 1.624 -0.752 -1.070 -0.646
C -1.424 6.295 1.143 0.698 0.752 -0.868
H -0.010 4.062 -0.743 0.002 0.102 -0.391
H 1.991 5.428 -0.158 0.074 -0.004 -0.134
H 1.778 7.267 1.544 0.225 0.039 -0.312
H -0.591 7.842 2.332 0.392 0.098 0.077
H -2.412 6.659 1.383 -0.322 -0.457 0.215
```
Forces are in eV/Å.

Values from the calculation:
E = -4714.0330 a.u.
HOMO energy = -5.27 eV
LUMO = -1.77 eV
Net charge = 0

***

Computed, not measured: a molecular structure, C32H60N12ORe, with ωB97M-V with the def2-TZVPD basis set.

```
106
Properties=species:S:1:pos:R:3:forces:R:3
Re 0.098 1.163 -0.353 0.444 -0.003 2.231
C -5.823 0.773 -0.104 -0.718 -0.687 -0.179
N -4.630 1.594 0.052 0.892 -0.021 -0.039
C -4.908 2.950 0.502 -0.106 0.699 0.049
C -3.424 1.054 -0.177 -0.697 -1.698 0.310
N -2.291 1.666 -0.472 2.139 0.496 -0.304
C -2.416 3.034 -0.987 0.187 0.449 -0.079
C -1.099 3.558 -1.536 -0.942 -0.132 -0.372
N -0.004 3.340 -0.571 0.066 -0.833 -0.002
C 1.264 3.813 -1.169 0.846 -0.087 -0.181
C 2.409 3.015 -0.553 -0.378 0.798 -0.124
N 2.128 1.605 -0.831 -2.986 0.223 1.033
C 3.083 0.923 -1.498 1.350 -1.608 -1.314
N 2.720 -0.116 -2.292 0.066 0.869 0.420
C 3.568 -1.280 -2.454 0.323 -0.502 -0.002
C 1.680 0.008 -3.291 -0.218 0.119 -0.288
N 4.392 1.220 -1.424 -1.124 -0.127 0.176
C 5.271 1.089 -2.574 0.442 -0.106 -0.618
C 5.068 1.746 -0.258 0.214 0.257 0.524
C -0.212 4.044 0.721 -0.114 -0.298 0.965
C -0.760 3.094 1.789 -0.142 0.548 -0.187
N -0.102 1.788 1.683 -0.083 0.004 -3.034
C 0.055 1.125 2.862 0.363 -1.057 1.230
N 1.058 0.243 3.014 -0.656 0.625 -0.315
C 0.984 -0.861 3.951 -0.039 -0.442 0.429
C 2.291 0.368 2.270 0.265 0.073 -0.398
N -0.734 1.367 3.930 0.461 -0.070 -0.879
C -2.156 1.631 3.882 -0.498 0.109 -0.112
C -0.206 1.432 5.284 0.274 -0.007 0.607
N -3.415 -0.367 -0.120 -0.310 0.527 0.228
C -2.586 -0.972 0.885 0.071 0.384 0.040
C -3.623 -1.046 -1.374 0.276 0.194 -0.491
H -6.659 1.209 0.439 0.180 0.052 0.016
H -5.651 -0.234 0.271 -0.058 0.147 -0.039
H -6.112 0.720 -1.158 0.016 0.028 0.133
H -5.833 2.931 1.078 0.142 -0.072 -0.034
H -5.068 3.649 -0.321 0.077 -0.006 0.033
H -4.133 3.319 1.171 0.042 -0.045 -0.063
H -2.751 3.730 -0.220 -0.035 0.013 -0.058
H -3.160 3.052 -1.792 0.082 0.094 0.083
H -1.217 4.624 -1.762 0.180 -0.066 0.029
H -0.844 3.040 -2.469 0.061 0.090 0.182
H 1.398 4.888 -1.025 -0.152 -0.035 0.060
H 1.249 3.622 -2.244 -0.077 -0.002 0.056
H 2.464 3.189 0.526 0.102 -0.033 -0.059
H 3.339 3.350 -1.011 -0.065 -0.125 0.076
H 4.359 -1.278 -1.711 0.014 -0.020 -0.021
H 4.004 -1.359 -3.451 0.012 0.111 0.017
H 2.951 -2.166 -2.292 -0.018 -0.011 0.012
H 0.836 0.607 -2.931 0.030 -0.046 -0.128
H 1.333 -0.988 -3.553 -0.112 0.086 0.048
H 2.074 0.476 -4.201 -0.059 -0.013 0.072
H 4.737 0.763 -3.459 -0.082 0.023 -0.004
H 6.096 0.403 -2.383 -0.084 -0.073 0.099
H 5.706 2.067 -2.790 -0.035 0.035 0.080
H 4.448 1.647 0.627 -0.059 0.026 0.099
H 5.362 2.787 -0.398 -0.034 0.032 0.003
H 5.986 1.179 -0.102 -0.057 -0.085 0.018
H -0.879 4.903 0.607 0.104 -0.037 -0.175
H 0.749 4.419 1.073 -0.029 0.009 -0.137
H -1.843 2.986 1.686 0.140 0.003 0.009
H -0.557 3.529 2.772 -0.073 -0.012 -0.139
H -0.044 -1.046 4.251 0.006 0.027 -0.028
H 1.590 -0.689 4.841 -0.002 0.051 0.003
H 1.364 -1.752 3.458 -0.062 -0.009 -0.007
H 2.612 1.408 2.267 0.073 0.046 -0.054
H 2.180 0.016 1.240 0.178 -0.101 0.146
H 3.056 -0.227 2.762 0.036 0.009 0.034
H -2.580 1.330 2.928 -0.020 -0.016 -0.055
H -2.380 2.681 4.078 0.007 0.021 -0.022
H -2.632 1.047 4.673 -0.009 -0.029 -0.102
H 0.878 1.426 5.293 0.020 -0.009 -0.052
H -0.586 0.618 5.902 0.045 -0.035 -0.035
H -0.540 2.369 5.733 -0.010 -0.007 -0.050
H -2.930 -0.668 1.875 0.058 -0.092 0.081
H -1.524 -0.684 0.788 0.098 -0.218 0.125
H -2.675 -2.053 0.809 0.082 -0.029 0.044
H -4.514 -0.662 -1.870 -0.024 -0.097 0.012
H -3.766 -2.106 -1.179 -0.066 -0.071 -0.027
H -2.773 -0.921 -2.059 -0.274 -0.033 0.061
C -1.293 -5.380 -1.292 -0.364 -0.969 0.319
N -0.808 -4.091 -1.721 0.204 0.607 -0.720
N -0.080 -3.265 -0.907 -0.540 1.054 -0.085
C -0.172 -1.970 -1.416 -1.319 -1.735 -1.166
O 0.256 -0.941 -0.794 0.632 2.597 0.893
C -0.876 -2.080 -2.631 0.646 -0.010 0.372
C -1.267 -3.405 -2.781 0.478 0.263 0.527
C -2.079 -4.026 -3.841 -0.240 -0.269 -0.146
C 0.948 -3.783 -0.080 0.765 -0.463 0.514
C 1.506 -5.036 -0.356 -0.142 0.336 -0.079
C 2.512 -5.541 0.444 0.105 0.162 0.215
C 3.013 -4.781 1.491 -0.096 0.144 -0.046
C 2.492 -3.515 1.732 0.115 -0.238 -0.056
C 1.448 -3.016 0.970 -0.245 -0.065 -0.202
H -1.122 -5.497 -0.223 -0.014 0.005 -0.117
H -0.813 -6.204 -1.822 0.069 0.124 0.025
H -2.366 -5.449 -1.486 0.104 0.143 0.053
H -1.051 -1.296 -3.339 -0.157 0.181 -0.065
H -2.241 -3.333 -4.661 -0.008 0.045 0.022
H -3.052 -4.345 -3.459 -0.046 0.035 -0.008
H -1.590 -4.916 -4.235 0.038 -0.029 -0.020
H 1.180 -5.619 -1.199 -0.066 -0.050 -0.130
H 2.916 -6.521 0.243 0.039 -0.072 -0.050
H 3.807 -5.162 2.113 0.086 -0.066 0.051
H 2.919 -2.930 2.531 -0.007 0.094 0.121
H 1.012 -2.048 1.165 0.001 0.005 0.107
```
Forces are in eV/Å.

Values from the calculation:
E = -2064.4682 a.u.
Energy above the lowest of the compared OMol25 structures with the same formula, charge and spin = 203.3 kJ/mol
HOMO energy (alpha / beta) = -18.16 / -18.14 eV
2S+1 = 2
LUMO (alpha / beta) = -13.44 / -12.97 eV
Net charge = +4